Below is C38H32AlN5O2P2S2 as an isolated structure in a non-equilibrium geometry, with properties calculated with the ωB97M-V functional and the def2-TZVPD basis.

Results
Multiplicity = 1
Charge = +2
Energy relative to the best compared isomer or geometry (same formula, charge and spin) = 314.42 kJ/mol
HOMO-LUMO gap = 8.55 eV
E_tot = -98310.5048 eV

Element x y z (Å)
1 S 5.000 0.091 3.970
2 S 2.007 0.552 4.192
3 P -2.021 -0.184 0.511
4 P 0.419 0.554 -1.119
5 Al 1.351 0.114 1.926
6 O -1.387 -0.234 3.721
7 O 1.125 0.149 0.201
8 N -1.834 2.043 3.613
9 N -1.107 -2.513 3.815
10 N 0.326 -1.457 2.531
11 N 3.285 0.002 2.019
12 N -0.181 1.328 2.365
13 C 4.807 -0.293 0.067
14 C 0.323 -2.538 -4.456
15 C -1.669 -2.594 -0.790
16 C 1.097 -1.956 -2.255
17 C 0.782 3.264 -1.829
18 C -0.313 2.683 2.180
19 C -4.037 -2.490 -2.226
20 C 5.593 -0.129 2.335
21 C -5.329 2.316 0.364
22 C 2.566 1.711 -2.301
23 C 4.527 -0.161 1.421
24 C 1.566 4.293 -2.324
25 C -3.712 -1.456 -1.369
26 C -1.337 3.135 2.946
27 C -2.517 -1.497 -0.660
28 C -3.184 -3.573 -2.369
29 C -0.716 -1.326 3.342
30 C -5.650 0.679 2.087
31 C 0.606 -2.807 2.492
32 C -0.277 -3.466 3.284
33 C 6.913 -0.220 1.930
34 C -4.080 1.787 0.086
35 C -1.112 0.981 3.237
36 C -4.411 0.139 1.797
37 C 3.414 0.181 3.345
38 C -0.215 -0.393 -3.549
39 C 6.125 -0.369 -0.341
40 C 3.346 2.743 -2.781
41 C -0.286 -1.299 -4.588
42 C 0.451 -0.733 -2.372
43 C 7.171 -0.336 0.578
44 C 2.846 4.036 -2.787
45 C -6.117 1.764 1.360
46 C 1.293 1.973 -1.802
47 C -3.615 0.678 0.787
48 C -2.001 -3.623 -1.650
49 C -1.297 1.004 -0.744
50 C 1.030 -2.855 -3.307
51 H 7.710 -0.189 2.654
52 H -0.385 -4.509 3.500
53 H -0.220 3.477 -1.484
54 H 0.363 3.202 1.531
55 H -5.700 3.153 -0.210
56 H -0.665 0.587 -3.649
57 H -1.286 2.002 -0.297
58 H -1.882 1.004 -1.665
59 H 3.991 -0.322 -0.637
60 H 1.642 -2.193 -1.351
61 H -1.345 -4.474 -1.753
62 H 2.922 0.690 -2.317
63 H 3.453 4.843 -3.164
64 H -3.498 2.241 -0.699
65 H -4.970 -2.448 -2.766
66 H 1.179 5.299 -2.342
67 H 0.257 -3.253 -5.260
68 H -1.759 4.109 3.075
69 H -1.853 -2.667 4.477
70 H -4.388 -0.626 -1.231
71 H -3.456 -4.389 -3.020
72 H -4.042 -0.723 2.341
73 H -0.801 -1.042 -5.500
74 H 6.359 -0.453 -1.389
75 H 1.542 -3.803 -3.241
76 H 4.340 2.542 -3.147
77 H -2.584 2.044 4.288
78 H -6.249 0.248 2.876
79 H -0.754 -2.634 -0.208
80 H 1.414 -3.188 1.898
81 H 8.191 -0.396 0.237
82 H -7.093 2.173 1.569